Record 1
DFT (ωB97M-V/def2-TZVPD) results for a cluster of 2 separate species, C12H9Cl4O5 in total at a distorted geometry.

Geometry as XYZ:
```
30
Properties=species:S:1:pos:R:3:forces:R:3
H -3.359907 0.292066 0.683516 -0.0181 -0.2079 -0.0983
H -3.577444 -0.805409 -0.710537 0.0797 0.0745 0.3186
C 1.430433 0.392608 -3.473507 -0.3639 0.2758 0.3635
C 0.437587 1.227869 2.046712 -0.3427 1.0808 -1.6027
O 0.165232 0.440048 -2.790481 1.2793 -0.0741 -0.8569
C -3.088232 -0.688064 0.266294 -0.6027 -0.3237 0.5187
C 1.750511 -0.690168 2.892946 -0.1712 1.0718 -0.5573
C -1.141078 0.025819 -0.970593 0.5350 -0.0728 -0.2459
O 0.454536 -2.296983 4.106519 0.2857 1.9162 -0.3555
C 0.576915 -1.150484 3.693764 -0.1792 -1.4755 -0.1394
H 0.363793 0.888666 -5.306712 0.1330 0.0355 0.1248
C 0.221037 0.078053 -1.464857 -1.5155 -0.2468 1.2667
Cl 3.094034 1.139988 1.450259 -0.0932 -0.0571 -0.2142
Cl 3.134417 -1.674874 2.959743 0.1923 -0.1700 0.0292
H -1.870636 0.500510 -1.621989 0.0488 -0.1828 0.0917
H 2.077720 0.455886 -5.501335 -0.0001 0.0008 -0.1298
H 0.874590 -0.799204 -5.184924 -0.0279 0.1391 0.0408
C -0.496401 1.034833 3.194378 -0.1856 -1.1054 0.7341
C 1.714521 0.470427 2.186863 0.1382 -1.1696 0.4849
H 2.031013 -0.444701 -3.092866 -0.1330 0.3050 -0.0006
Cl -1.461589 -0.346029 5.293976 -0.1842 -0.0825 0.1008
Cl -1.657278 2.263758 3.454232 -0.0006 -0.0729 -0.1089
C -0.421966 -0.075688 3.972599 -0.1244 1.0224 -0.7050
H 1.970980 1.330275 -3.270643 -0.0151 -0.2430 -0.0266
C 1.162546 0.231440 -4.951639 -0.0336 -0.2014 -0.1739
C -1.589398 -0.757698 0.114606 1.2317 1.2449 -1.4745
H -3.434274 -1.466040 0.947537 -0.0762 -0.0172 0.0239
O -0.829676 -1.402434 0.856677 -0.3866 -0.2831 1.0680
O 1.272401 -0.153795 -0.887454 0.0387 -0.0160 -0.4708
O 0.195613 1.979325 1.106914 0.4916 -1.1649 1.9948
```
Positions in Å, forces in eV/Å.

Properties
HOMO	-0.1268	Eh
E	-72917.5192	eV
LUMO level	1.18	eV
total charge	-1
energy above the lowest of the compared OMol25 structures with the same formula, charge and spin	4.68	kJ/mol
maximum force	2.36	eV/A
Kohn-Sham gap	4.63	eV

Atomic partial charges in e from the Mulliken method, atoms 1 to 6:
1. H 0.22
2. H 0.36
3. C -0.15
4. C 0.38
5. O -0.31
6. C -1.37



Record 2
DFT (ωB97M-V/def2-TZVPD) results for a structure of composition C12H9N4O9Rh.

Geometry as XYZ:
```
35
Properties=species:S:1:pos:R:3:forces:R:3
C -4.070467 -1.140090 -2.676706 -0.0958 -0.0426 -0.0268
N -0.630297 -0.494395 2.925811 0.0999 0.2060 -0.0994
O 3.870377 -1.042810 4.892939 -0.1056 -0.1077 0.0180
H 4.293658 -1.108837 1.028792 -0.0110 0.0070 0.0095
H -2.303641 -0.995645 0.065949 -0.0446 0.0308 -0.0605
C -1.422690 3.960730 -1.967760 -0.0347 -0.1225 -0.0530
Rh -0.016664 -0.025579 -1.851708 0.2058 0.3167 -0.2296
N -2.793459 -0.985619 -3.056188 0.1117 -0.0637 0.0015
C 3.031375 -0.922044 2.752180 0.1689 -0.1066 0.1335
C 2.655262 -0.936525 -0.952455 -0.4289 -0.1814 -0.5513
O 1.662675 -1.028381 -1.850838 0.3233 -0.0851 0.1371
N -1.967590 -0.934919 -1.992845 -0.2089 0.0637 0.0530
C 0.720213 -0.615253 2.338761 -0.1463 -0.0322 0.3269
H 1.556045 -0.767040 4.295794 0.0068 -0.0011 0.0132
C 0.067128 2.128239 -2.018796 -0.5734 -0.2286 -0.0784
O 5.260408 -1.172321 3.257304 -0.0140 -0.1258 -0.0729
N 4.138563 -1.072040 3.708844 0.0718 0.3353 -0.0392
C -4.087375 -1.175893 -1.301231 0.0449 -0.0105 -0.0032
O -1.224118 2.527644 -2.086520 0.2300 0.1747 0.0706
O -0.067555 -0.384631 0.134228 0.1349 -0.2485 0.4432
C 1.754455 -0.766590 3.235658 -0.1175 -0.0325 0.0953
C 0.935274 -0.588597 0.939879 -0.4040 0.1609 -0.3001
H -0.911512 4.330940 -1.083222 0.0026 0.0124 0.0205
H -4.943708 -1.285376 -0.659568 0.0264 0.0024 -0.0227
H -2.418936 -0.966631 -3.988905 -0.0030 0.0237 0.0075
O 1.009527 2.845992 -1.939977 0.2645 0.1521 0.0323
H -1.035876 4.461500 -2.851666 0.0199 0.0194 -0.0155
H -4.861468 -1.220922 -3.403791 0.0246 0.0066 0.0194
C 3.289028 -0.957160 1.398335 0.0952 -0.0238 -0.1086
O -0.721519 -0.548022 4.135571 0.0745 -0.0559 0.0273
H -2.494808 4.098441 -1.883610 -0.0170 0.0151 -0.0034
C -2.748816 -1.037451 -0.918379 -0.0064 -0.0565 0.0455
C 2.260348 -0.802248 0.486881 0.0912 0.0463 0.0952
O 3.798894 -1.043778 -1.299383 0.2728 0.0326 0.1134
O -1.582719 -0.334685 2.186606 -0.0586 -0.0805 0.0017
```
Positions in Å, forces in eV/Å.

Properties
multiplicity	5
HOMO (alpha / beta)	-0.3256 / -0.3404	Eh
⟨S²⟩	6.010
E	-39976.7215	eV
LUMO level (alpha / beta)	-0.54 / -2.74	eV
total charge	0
maximum force	0.72	eV/A
Kohn-Sham gap (alpha / beta)	8.32 / 6.52	eV

Atomic partial charges in e from the Mulliken method, atoms 1 to 6:
1. C -0.02
2. N 0.98
3. O -0.63
4. H 0.60
5. H 0.50
6. C -0.70



Record 3
DFT (ωB97M-V/def2-TZVPD) results for a structure of composition C12H9O3S5SbSe4Tc at a distorted geometry.

Geometry as XYZ:
```
35
Properties=species:S:1:pos:R:3:forces:R:3
H -0.345989 3.731727 -2.924716 0.0915 -2.0046 -3.4199
C -0.959002 3.136675 -0.042948 -2.2058 6.0288 -4.2647
O -0.399891 -0.817476 2.360269 3.4542 -6.4124 2.7073
H 0.503748 2.095258 -1.718955 -2.3065 -0.5546 3.2405
C -2.087463 1.844612 1.751595 0.3771 2.0602 -1.9644
H -1.846772 0.865890 4.536176 -0.8249 -1.8485 -3.2937
Se 1.332097 -3.250842 2.299017 -0.7934 -0.9795 0.1135
S -0.885569 -4.395624 -5.436332 -3.0766 -3.2343 -7.8237
H -3.068073 1.954736 2.494171 3.2845 -0.9044 -1.9810
Sb 4.754967 -3.208023 0.467793 -3.1579 -5.5168 3.5756
Se 7.092806 -2.596989 1.273539 -0.8487 0.4682 -1.1637
C -2.167052 -0.169371 3.659503 2.4664 4.5669 5.6486
C 0.022036 0.868951 0.588917 -10.4319 13.5148 4.7876
H -3.074683 0.039676 3.440481 -6.5644 0.3672 -0.3674
C -1.380232 -0.153630 2.591673 6.1489 2.4907 -7.0241
C -0.498443 1.983772 -0.271633 9.8760 -3.8470 -4.3779
H -1.695695 -0.639543 4.388487 0.4860 -4.3354 3.2442
H -3.082832 3.687185 1.013900 3.9180 -1.9042 -1.2710
C 0.878560 -2.865026 -2.245673 2.8277 -0.8286 -3.5189
Se 5.916718 -1.953148 -0.902661 4.0827 3.9882 -2.8500
S -0.573274 -3.074552 -0.014670 -1.9823 0.9795 -1.6541
H -0.510714 5.568883 -2.564594 -1.1163 2.2076 -1.6859
H 1.010621 4.797930 -2.018327 -3.5025 -1.0049 -1.0148
O 0.234414 -0.031359 -0.143001 0.2817 -1.5592 -11.1493
C -1.092623 0.833422 1.560503 -4.9411 3.3552 2.0875
C -0.325860 4.580950 -2.391290 5.4803 -0.5809 5.9110
Se 3.169441 -2.037108 2.182030 0.0988 2.5645 -0.1210
C -0.032414 -3.987135 -4.307497 -8.5952 0.1388 3.1128
S 1.758922 -2.551794 -0.952379 7.3843 1.4964 0.2111
C -1.963399 2.896887 0.814094 -7.6541 4.2979 4.4436
S -1.422723 -3.503096 -2.935560 -2.6159 -1.7203 -2.3874
S 1.313149 -3.572617 -3.866282 10.4987 3.3844 4.0068
O -1.122600 4.301839 -1.280641 -1.5702 -1.5357 4.7414
Tc 0.891663 -1.342957 0.515228 4.7770 -13.8819 7.3009
C -0.343840 -3.038102 -1.920221 -3.3462 0.7441 6.2008
```
Positions in Å, forces in eV/Å.

Properties
HOMO (alpha / beta)	-0.3939 / -0.3960	Eh
E	-342999.4585	eV
LUMO level (alpha / beta)	-4.68 / -5.38	eV
total charge	+1
maximum force	17.73	eV/A
Kohn-Sham gap (alpha / beta)	6.04 / 5.39	eV

Atomic partial charges in e from the Mulliken method, atoms 1 to 6:
1. H 0.40
2. C 0.26
3. O -0.38
4. H 0.07
5. C -0.75
6. H 0.34



Please write out number 1 again, unchanged.
DFT (ωB97M-V/def2-TZVPD) results for a cluster of 2 separate species, C12H9Cl4O5 in total at a distorted geometry.

Geometry as XYZ:
```
30
Properties=species:S:1:pos:R:3:forces:R:3
H -3.359907 0.292066 0.683516 -0.0181 -0.2079 -0.0983
H -3.577444 -0.805409 -0.710537 0.0797 0.0745 0.3186
C 1.430433 0.392608 -3.473507 -0.3639 0.2758 0.3635
C 0.437587 1.227869 2.046712 -0.3427 1.0808 -1.6027
O 0.165232 0.440048 -2.790481 1.2793 -0.0741 -0.8569
C -3.088232 -0.688064 0.266294 -0.6027 -0.3237 0.5187
C 1.750511 -0.690168 2.892946 -0.1712 1.0718 -0.5573
C -1.141078 0.025819 -0.970593 0.5350 -0.0728 -0.2459
O 0.454536 -2.296983 4.106519 0.2857 1.9162 -0.3555
C 0.576915 -1.150484 3.693764 -0.1792 -1.4755 -0.1394
H 0.363793 0.888666 -5.306712 0.1330 0.0355 0.1248
C 0.221037 0.078053 -1.464857 -1.5155 -0.2468 1.2667
Cl 3.094034 1.139988 1.450259 -0.0932 -0.0571 -0.2142
Cl 3.134417 -1.674874 2.959743 0.1923 -0.1700 0.0292
H -1.870636 0.500510 -1.621989 0.0488 -0.1828 0.0917
H 2.077720 0.455886 -5.501335 -0.0001 0.0008 -0.1298
H 0.874590 -0.799204 -5.184924 -0.0279 0.1391 0.0408
C -0.496401 1.034833 3.194378 -0.1856 -1.1054 0.7341
C 1.714521 0.470427 2.186863 0.1382 -1.1696 0.4849
H 2.031013 -0.444701 -3.092866 -0.1330 0.3050 -0.0006
Cl -1.461589 -0.346029 5.293976 -0.1842 -0.0825 0.1008
Cl -1.657278 2.263758 3.454232 -0.0006 -0.0729 -0.1089
C -0.421966 -0.075688 3.972599 -0.1244 1.0224 -0.7050
H 1.970980 1.330275 -3.270643 -0.0151 -0.2430 -0.0266
C 1.162546 0.231440 -4.951639 -0.0336 -0.2014 -0.1739
C -1.589398 -0.757698 0.114606 1.2317 1.2449 -1.4745
H -3.434274 -1.466040 0.947537 -0.0762 -0.0172 0.0239
O -0.829676 -1.402434 0.856677 -0.3866 -0.2831 1.0680
O 1.272401 -0.153795 -0.887454 0.0387 -0.0160 -0.4708
O 0.195613 1.979325 1.106914 0.4916 -1.1649 1.9948
```
Positions in Å, forces in eV/Å.

Properties
HOMO	-0.1268	Eh
E	-72917.5192	eV
LUMO level	1.18	eV
total charge	-1
energy above the lowest of the compared OMol25 structures with the same formula, charge and spin	4.68	kJ/mol
maximum force	2.36	eV/A
Kohn-Sham gap	4.63	eV

Atomic partial charges in e from the Mulliken method, atoms 1 to 6:
1. H 0.22
2. H 0.36
3. C -0.15
4. C 0.38
5. O -0.31
6. C -1.37